Below is a 2-piece molecular cluster, C4H3F4NO overall at a distorted geometry, with properties calculated with ωB97M-V with the def2-TZVPD basis set.

XYZ file:
```
13
C4H3F4NO | the OMol25 dataset | ωB97M-V with the def2-TZVPD basis set
C 2.35 -1.98 -0.02
C -0.26 -0.74 0.60
C 2.03 -0.66 0.13
C 3.16 0.33 0.22
N 2.81 -3.01 -0.34
O 0.81 -0.08 0.37
F 0.41 1.95 -1.66
F 2.72 1.57 -0.05
F 3.76 0.37 1.46
F 4.11 0.09 -0.72
H 1.25 1.96 -2.07
H -1.06 -0.08 0.63
H -0.29 -1.74 0.69
```

**Energy above the lowest of the compared OMol25 structures with the same formula, charge and spin**: 59.4 kcal per mole
**Frontier orbital gap (spin up / spin down)**: 8.3345 / 7.2730 eV
**LUMO energy (spin up / spin down)**: -0.031 / -0.058 Eh
**Electronic energy**: -18600.50788 eV

Here are the natural (NBO) charges for atoms 1 to 2, given in e:
1. C 0.15
2. C 0.07